# C2H2OS2

A 2-piece molecular cluster, C2H2OS2 overall in a non-equilibrium geometry (ωB97M-V with the def2-TZVPD basis set, OMol25).

CARTESIAN COORDINATES (ANGSTROEM)
C: -0.42 0.80 0.41
C: 0.38 0.66 -0.71
O: -0.32 1.50 1.38
S: 1.03 0.36 -2.10
S: 0.63 -1.46 0.99
H: -1.36 0.12 0.11
H: 0.06 -1.99 -0.08

Summary:
Total charge: 0
⟨S²⟩: 2.02
ΔE to the lowest compared entry with this formula, charge and spin: 214.2 kJ/mol
DFT total energy: -948.8490 Eh
Multiplicity: 3
Kohn-Sham gap (alpha / beta): 6.95 / 6.55 eV

Atom charges from the Löwdin analysis, given in e for atoms 1 to 4: -0.617, -0.684, 0.044, 0.814


# C17H32N3OPReSi

C17H32N3OPReSi as an isolated structure in a non-equilibrium geometry (ωB97M-V with the def2-TZVPD basis set, OMol25).

CARTESIAN COORDINATES (ANGSTROEM)
Re: 0.00 -0.22 0.11
Si: 0.12 0.39 -2.16
P: 2.26 0.18 0.12
N: -0.30 1.36 0.92
H: -0.65 -2.95 0.15
C: 3.09 -0.30 1.69
H: 4.16 -0.07 1.62
H: 2.95 -1.37 1.87
H: 2.64 0.28 2.51
C: 3.32 -0.69 -1.10
H: 4.37 -0.44 -0.87
H: 3.08 -0.37 -2.11
H: 3.17 -1.78 -1.01
C: 2.84 1.92 -0.02
H: 3.94 1.92 -0.10
H: 2.55 2.48 0.89
H: 2.41 2.41 -0.90
C: 0.07 -1.06 -3.38
H: -0.69 -1.79 -3.10
H: 1.05 -1.54 -3.43
H: -0.17 -0.65 -4.37
H: -0.97 1.29 -2.62
H: 1.31 1.14 -2.63
C: -0.45 2.65 1.29
C: -0.89 4.33 3.00
C: -0.61 3.02 2.66
C: -0.48 3.68 0.30
C: -0.76 4.99 0.67
C: -0.97 5.32 2.01
H: -1.04 4.60 4.05
H: -0.53 2.22 3.40
H: -0.28 3.40 -0.74
H: -0.81 5.76 -0.10
H: -1.19 6.35 2.29
C: 0.36 -3.11 0.60
O: 0.72 -1.81 1.04
C: 0.35 -3.99 1.86
H: 0.61 -5.03 1.63
H: -0.64 -3.98 2.33
H: 1.08 -3.62 2.58
C: 1.27 -3.69 -0.48
H: 2.30 -3.77 -0.11
H: 1.25 -3.11 -1.41
H: 0.94 -4.71 -0.73
C: -2.79 -2.59 -0.89
C: -3.07 -1.16 -0.67
N: -2.25 -0.18 -0.32
C: -3.02 1.01 -0.28
C: -4.30 0.70 -0.61
N: -4.32 -0.66 -0.83
H: -2.61 -3.08 0.09
H: -3.67 -3.06 -1.35
H: -1.92 -2.71 -1.56
H: -2.56 1.97 -0.07
H: -5.17 1.34 -0.70
H: -5.11 -1.24 -1.09

Summary:
Total charge: 0
⟨S²⟩: 3.79
ΔE to the lowest compared entry with this formula, charge and spin: 0.0 kJ/mol
DFT total energy: -1615.5480 Eh
Multiplicity: 4
Kohn-Sham gap (alpha / beta): 6.11 / 7.21 eV

Atom charges from the Löwdin analysis, given in e for atoms 1 to 4: 1.062, 0.331, 0.654, -0.230


# C2H6N4S

One molecule with the formula C2H6N4S in a non-equilibrium geometry (ωB97M-V with the def2-TZVPD basis set, OMol25).

CARTESIAN COORDINATES (ANGSTROEM)
C: -1.33 -1.22 0.74
C: 2.04 0.23 -0.47
N: -1.25 0.99 0.31
N: -0.04 0.95 -0.03
N: 0.62 -0.03 -0.44
N: -1.88 -0.28 0.15
S: -3.31 -0.12 -0.60
H: -1.89 -2.05 0.71
H: -0.34 -1.15 1.06
H: 2.39 0.29 -1.56
H: 2.21 1.16 0.06
H: 2.41 -0.69 0.12
H: 0.38 1.92 -0.05

Summary:
Total charge: 0
ΔE to the lowest compared entry with this formula, charge and spin: 584.2 kJ/mol
DFT total energy: -696.8035 Eh
Kohn-Sham gap (alpha / beta): 7.89 / 7.89 eV

Atom charges from the Löwdin analysis, given in e for atoms 1 to 4: -0.033, -0.106, 0.004, -0.139


# C6H10S2

One molecule with the formula C6H10S2 in a non-equilibrium geometry (ωB97M-V with the def2-TZVPD basis set, OMol25).

CARTESIAN COORDINATES (ANGSTROEM)
C: 0.38 1.98 -0.66
C: 0.02 0.64 0.18
C: 0.90 0.55 1.37
C: 2.11 -0.33 1.00
S: 1.70 -0.81 -0.87
C: -0.04 -0.76 -0.32
C: -1.20 0.13 -0.45
S: -2.81 -0.31 0.17
H: -0.21 2.79 0.05
H: 0.13 2.10 -1.77
H: 1.45 2.17 -0.67
H: 0.52 -0.02 2.25
H: 1.22 1.53 1.84
H: 2.15 -1.29 1.48
H: 3.20 0.11 1.26
H: 0.03 -1.44 0.50
H: -1.45 0.44 -1.42
H: -2.30 -1.69 0.97

Summary:
Total charge: 0
ΔE to the lowest compared entry with this formula, charge and spin: 498.1 kJ/mol
DFT total energy: -1030.7883 Eh
Kohn-Sham gap: 8.37 eV

Atom charges from the Löwdin analysis, given in e for atoms 1 to 4: -0.050, -0.561, -0.231, -0.342